ORCA calculation (the ωB97M-V functional and the def2-TZVPD basis) on C20H50F3N4O6Sr as an isolated structure at a distorted geometry.

```
84
Properties=species:S:1:pos:R:3:mulliken_charge:R:1
Sr 2.93407 -4.98863 -16.77257 0.7761
C 0.34358 -7.84511 -17.27237 -0.5231
O 0.71013 -8.44550 -15.99973 0.2059
O 1.01429 -6.67830 -17.27448 -0.5209
C 0.68962 -8.83459 -18.40309 0.6212
F 1.90372 -9.37258 -18.24299 -0.2726
F -0.19272 -9.85898 -18.45821 -0.2899
F 0.63942 -8.26920 -19.62813 -0.3070
C -0.02630 -9.57578 -15.56627 -0.3950
C 0.32593 -9.81380 -14.09903 -1.0719
H -0.21268 -10.65031 -13.65378 0.4021
H 1.36720 -9.83339 -13.78415 0.2645
H -0.09838 -8.94119 -13.58029 0.1415
H 0.43808 -10.46249 -16.01980 0.2410
H -1.10308 -9.63397 -15.72091 0.3369
H -0.74541 -7.72734 -17.24011 0.3599
C 4.08892 -5.93145 -21.20380 -1.5383
C 3.67257 -6.10060 -19.72793 0.6955
C 4.20824 -7.30131 -18.93547 -1.4585
O 4.08780 -7.13613 -17.51824 0.9155
C 4.33802 -8.39891 -16.84104 -0.8328
N 4.12277 -4.90815 -19.01136 -0.0939
H 5.13948 -5.67149 -21.30616 0.3388
H 3.49812 -5.07799 -21.53718 0.3451
H 3.75271 -6.83867 -21.70756 0.4554
H 2.59347 -6.07350 -19.53874 0.0903
H 5.25010 -7.48992 -19.24254 0.5357
H 3.76732 -8.24973 -19.25797 0.5221
H 4.84861 -8.25504 -15.89189 0.0294
H 5.01730 -9.01595 -17.43001 0.3734
H 3.34825 -8.83719 -16.75001 0.0948
H 3.98861 -4.04649 -19.53499 -0.0302
H 5.14213 -4.87515 -18.99645 0.1175
C -0.23876 -3.08386 -19.99382 -1.6941
C 1.19932 -3.26817 -19.49129 0.3964
C 2.06793 -2.07310 -19.96992 -1.0367
O 3.45109 -2.32034 -20.09095 -0.4039
C 4.17606 -1.16247 -20.47515 -0.8659
N 1.20371 -3.45796 -18.04417 0.0127
H -0.16010 -3.12276 -21.08378 0.4127
H -0.51985 -2.04294 -19.80902 0.3643
H -0.88653 -3.85047 -19.58307 0.5179
H 1.54855 -4.16665 -20.00881 -0.0274
H 1.88625 -1.16459 -19.37835 0.3574
H 1.69350 -1.75923 -20.95207 0.6425
H 5.08882 -1.44264 -21.00465 0.2762
H 4.59015 -0.70590 -19.56894 0.2249
H 3.59577 -0.47396 -21.08628 0.3880
H 0.84985 -2.57637 -17.67752 0.2208
H 0.50122 -4.15942 -17.82221 0.1063
C 4.71162 -0.53837 -15.98124 -1.6976
C 4.42862 -1.97752 -16.46218 1.4421
C 5.77722 -2.76474 -16.44567 -1.2261
O 5.52714 -4.12126 -16.67788 0.7194
C 6.71202 -4.85226 -17.09000 -1.2925
N 3.49103 -2.63818 -15.52773 -0.2492
H 3.77260 -0.04076 -15.71741 0.4432
H 5.22611 0.11471 -16.68283 0.3778
H 5.16069 -0.57778 -14.98584 0.3974
H 4.06618 -1.95950 -17.49023 -0.8244
H 6.42000 -2.69716 -15.55364 0.3942
H 6.45121 -2.37108 -17.22089 0.4740
H 7.35192 -4.82206 -16.20745 0.4612
H 7.20183 -4.26968 -17.87445 0.3591
H 6.47619 -5.84069 -17.46838 0.1977
H 2.62942 -2.13672 -15.35123 0.2524
H 3.93394 -2.78021 -14.62705 0.1643
C 0.64270 -5.67346 -12.55438 -1.4901
C 1.77329 -5.16859 -13.45429 0.3592
C 2.93493 -6.17315 -13.50454 -0.8929
O 3.94800 -5.62494 -14.37567 0.3021
C 5.26957 -6.00944 -13.97868 -0.9449
N 1.19081 -4.97732 -14.82454 -0.0073
H 0.20557 -6.58188 -12.97310 0.1746
H -0.18213 -4.96136 -12.50207 0.4068
H 1.04373 -5.80003 -11.54669 0.4807
H 2.10425 -4.26970 -12.92853 0.1837
H 2.56899 -7.13507 -13.87228 0.1771
H 3.32337 -6.22155 -12.48626 0.5194
H 5.41688 -7.08117 -14.10738 0.3431
H 5.39567 -5.83696 -12.90409 0.4153
H 5.93667 -5.29926 -14.45641 0.0559
H 0.38854 -4.36815 -14.69294 0.2282
H 0.78760 -5.88578 -15.07319 -0.1247
```

- Energy relative to the best compared isomer or geometry (same formula, charge and spin): 157.6 kJ/mol
- Charge: +1
- Orbital gap: 8.473 eV
- Molar mass: 587.256 g mol⁻¹
- Electronic energy: -1792.66673 Eh

=====

ORCA calculation (the ωB97M-V functional and the def2-TZVPD basis) on a 5-piece molecular cluster, C30H73N3 overall at a distorted geometry.

```
106
Properties=species:S:1:pos:R:3:mulliken_charge:R:1
C 2.80572 -3.12884 -0.25910 -0.7256
C 2.67672 -2.88184 -1.87110 -1.2143
N 4.04472 -2.60984 -2.38810 0.3641
C 4.28972 -3.21684 -3.65410 -0.5650
C 3.34772 -2.85684 -4.81810 -0.7831
C 4.38372 -1.20584 -2.30610 -0.7638
C 5.94372 -1.11584 -2.16610 -1.6460
H 3.47072 -3.83684 -0.07110 0.6265
H 1.83572 -3.78584 0.03890 -0.3169
H 2.93972 -2.23684 0.40790 0.1457
H 1.89872 -2.17084 -2.01910 0.3075
H 2.22672 -3.74784 -2.05610 1.0139
H 4.28572 -4.24284 -3.79510 0.3937
H 5.46072 -3.13984 -4.02510 0.2272
H 3.47172 -1.81584 -4.78510 0.2660
H 2.16472 -3.23284 -4.64110 0.0181
H 3.66272 -3.29884 -5.85310 0.3618
H 3.89172 -0.66284 -1.44510 0.2181
H 4.00172 -0.65984 -2.94410 0.8556
H 6.34072 -1.59784 -1.36810 0.3919
H 6.07172 -0.04284 -2.11310 0.4264
H 6.34472 -1.53084 -2.96910 0.4574
C -1.47728 2.95016 4.28790 -1.2653
C -1.02528 1.55616 4.13990 -0.7036
N -0.47428 1.22216 2.82190 0.7270
C 0.79472 2.05616 2.47890 -0.5265
C 2.11872 1.56216 3.22090 -1.6446
C -0.16228 -0.17884 2.67890 -1.1778
C 0.38372 -0.67684 1.28990 -0.7772
H -2.32228 3.11316 3.59890 0.0319
H -0.69728 3.81116 4.28790 0.2508
H -1.83328 3.31916 5.10290 0.6782
H -1.84728 1.10016 4.30590 0.7757
H -0.19228 1.35316 4.91090 0.2213
H 0.69072 3.07416 2.47590 0.9799
H 1.21572 2.09216 1.43190 -0.4209
H 2.38372 0.63116 2.85290 0.3959
H 2.25272 1.59216 4.29790 0.2826
H 2.82372 2.22716 2.84090 0.4595
H -1.11128 -0.64184 2.61790 0.8208
H 0.43272 -0.73084 3.58690 0.1349
H -0.07228 -0.14884 0.44590 0.2059
H 0.36172 -1.72484 1.07090 0.3649
H 1.45872 -0.55684 1.23590 0.1410
C 2.53072 5.29216 1.07190 -1.1806
C 1.27472 5.35716 0.35090 -0.9469
N 1.07872 4.04216 -0.35210 0.8745
C -0.35328 3.55116 -0.69710 -0.7813
C -1.19528 4.54316 -1.62210 -1.5273
C 1.91672 3.83516 -1.65010 -1.3948
C 2.36072 2.41016 -1.74510 -1.3033
H 2.85872 4.42816 1.51590 0.2730
H 2.70872 6.26016 1.89090 0.2486
H 3.22872 5.56416 0.21990 0.3751
H 1.35572 6.03416 -0.41410 0.6074
H 0.40572 5.65716 0.92590 0.4392
H -0.86028 3.55316 -0.01710 0.9207
H -0.35928 2.62416 -1.40310 -0.1062
H -0.68828 4.67816 -2.57110 0.4893
H -1.43828 5.67116 -1.35010 0.2146
H -2.01228 4.02916 -2.16310 0.4012
H 2.87972 4.27216 -1.70710 0.4879
H 1.64472 4.26316 -2.51710 0.5994
H 3.00572 2.33416 -2.47010 0.8135
H 1.61672 1.73616 -2.09310 0.4074
H 2.74272 2.10116 -0.72910 0.1756
C -4.80428 -2.07384 1.52490 -1.5057
C -4.05328 -0.68684 1.77890 0.9959
C -4.78328 0.42616 1.02490 -1.5586
C -4.09328 1.68116 1.34490 0.0444
C -4.63828 2.75116 0.45690 -0.5108
C -4.03328 4.19016 0.70590 -0.7923
H -4.88228 -2.31884 0.44290 0.3171
H -5.90028 -2.08884 1.79390 0.4173
H -4.45228 -2.97284 2.04090 0.3459
H -2.90228 -0.73384 1.52590 -0.4900
H -4.07628 -0.47584 2.90490 0.1653
H -5.83928 0.31216 1.01390 0.5287
H -4.79828 0.31316 -0.05310 0.4734
H -3.05728 1.65916 1.22290 -0.0251
H -4.38328 2.01216 2.22090 0.4898
H -5.75228 2.93016 0.61490 0.2742
H -4.23128 2.55416 -0.58810 0.2781
H -4.31928 4.37916 1.90090 0.2480
H -4.41928 5.03216 0.01990 0.2842
H -2.89628 4.25916 0.68990 -0.0367
C -1.65328 -5.24484 2.16590 -1.8173
C -1.20328 -4.99984 0.76790 0.0753
C -2.05428 -4.03684 -0.11710 0.1658
C -1.35628 -3.40384 -1.26710 0.5103
C -0.97728 -4.36484 -2.36810 -0.3339
C -0.52328 -3.85084 -3.71410 -1.3153
H -0.98028 -5.73484 2.75490 0.4693
H -2.62028 -5.79784 2.30990 0.3639
H -1.96328 -4.46784 2.62690 0.5010
H -1.03428 -5.82584 0.18690 0.5429
H -0.04428 -4.71284 0.53890 -0.3538
H -2.52128 -3.41784 0.62990 -0.5708
H -2.91928 -4.53684 -0.63510 0.4513
H -0.48028 -3.00684 -0.85710 -0.5826
H -1.89728 -2.38884 -1.43610 0.2740
H -1.73028 -5.05284 -2.76210 0.4518
H -0.15428 -5.27584 -2.32910 0.2904
H -1.35028 -3.18584 -4.39310 0.2444
H -0.48928 -4.74484 -4.31910 0.4246
H 0.30472 -3.31984 -3.72410 0.1651
```

- Energy relative to the best compared isomer or geometry (same formula, charge and spin): 631.8 kJ/mol
- Charge: 0
- Structure (SMILES): CCN(CC)CC.CCN(CC)CC.CCN(CC)CC.CCCCCC.CCCCCC
- Orbital gap: 8.957 eV
- Molar mass: 475.935 g mol⁻¹
- Electronic energy: -1350.42599 Eh

=====

ORCA calculation (the ωB97M-V functional and the def2-TZVPD basis) on C39H53N9O3Si2 as an isolated structure at a distorted geometry.

```
106
Properties=species:S:1:pos:R:3:mulliken_charge:R:1
C 1.38116 -1.38818 -3.19109 -0.0019
C 1.82411 -0.91574 -2.14906 -0.8974
C 2.40481 -0.51174 -0.73015 -0.1492
Si 1.68888 -1.76199 0.53193 0.7355
C 3.08481 -3.04580 0.95303 -0.5959
O 4.41967 -2.54520 0.69961 -0.4795
C 4.76056 -1.44628 1.55964 -0.5473
O 1.21725 -1.07880 2.03222 -0.2905
Si -0.48096 -1.09604 2.31503 0.3537
C -1.36688 0.50496 1.68412 -0.5170
O -1.49046 0.53727 0.23624 -0.3184
C -2.90334 0.32433 -0.04125 -0.5751
C -1.39972 -2.66322 1.73041 -1.3225
C -0.80715 -4.03457 2.32133 0.8937
N -1.89326 -4.63201 3.18553 -0.8463
N 0.36910 -3.85230 3.19706 -0.4062
N -0.58157 -4.95727 1.17432 -0.5375
H 0.90794 -1.89220 -4.07272 0.3830
H 2.11719 0.56547 -0.55306 0.3137
H 3.53233 -0.64085 -0.83952 0.3838
H 0.65306 -2.52413 -0.16061 -0.2258
H 3.03964 -3.27373 2.07792 0.3589
H 2.90463 -4.04969 0.44469 0.3134
H 5.82375 -1.63719 1.92476 0.2981
H 4.12381 -1.38607 2.50384 0.1980
H 4.79630 -0.44770 1.00475 0.1659
H -0.64877 -1.04832 3.78939 -0.2882
H -0.86870 1.43318 2.12254 0.2151
H -2.40469 0.47025 2.17042 0.3769
H -3.01636 0.31610 -1.16435 0.2491
H -3.50655 1.18206 0.40491 0.2523
H -3.28389 -0.67221 0.34128 0.2329
H -1.42576 -2.65784 0.58910 0.4592
H -2.49464 -2.53569 2.04138 0.5111
H -1.57928 -5.61274 3.32512 0.0734
H -2.77668 -4.69722 2.66414 0.2997
H 1.02953 -4.63026 3.05737 0.2197
H 0.10024 -3.83170 4.18695 0.2838
H 0.35957 -5.35840 1.15692 0.2356
H -1.31088 -5.67114 1.15860 0.2436
N -1.13292 -7.94730 4.38456 -0.3271
C -1.67012 -9.03427 4.95403 -0.2843
C -1.03455 -9.79031 5.92582 -0.3919
C 0.23301 -9.40422 6.33198 -0.2231
C 0.81277 -8.28410 5.75743 -0.6091
C 0.09219 -7.59439 4.79613 0.2513
H -2.66148 -9.29860 4.60138 0.3644
H -1.51893 -10.65882 6.35313 0.3556
H 0.76374 -9.97036 7.08894 0.3720
H 1.80118 -7.95315 6.04945 0.3483
H 0.50244 -6.70906 4.32033 0.1217
N -6.94299 0.62502 -2.33889 -0.5867
C -6.36853 1.59766 -1.61932 -0.2673
C -5.80367 2.73574 -2.17279 -0.3164
C -5.83019 2.87629 -3.55185 -0.2418
C -6.41742 1.88278 -4.31964 -0.2518
C -6.95753 0.78503 -3.66842 -0.2900
H -6.36970 1.44018 -0.54550 0.4398
H -5.35444 3.49183 -1.54136 0.3633
H -5.39761 3.75169 -4.02357 0.4202
H -6.45591 1.95862 -5.39904 0.3639
H -7.43099 -0.01674 -4.22550 0.3673
N 3.10151 3.87444 4.10953 -0.5689
C 2.41682 2.87403 3.53962 -0.3782
C 2.73826 2.32130 2.31006 0.1823
C 3.82945 2.83436 1.62577 -0.1554
C 4.55427 3.87152 2.19259 -0.5343
C 4.15296 4.35207 3.42942 -0.4934
H 1.56993 2.50845 4.11149 0.4061
H 2.14959 1.51038 1.89830 0.0438
H 4.11248 2.42965 0.65996 0.4320
H 5.41162 4.29741 1.68700 0.4059
H 4.69023 5.16062 3.91586 0.6264
N -8.48921 3.61633 -7.33693 -0.5313
C -7.91425 4.59233 -6.62237 -0.1722
C -7.35116 5.72861 -7.18159 -0.4548
C -7.38012 5.86353 -8.56097 -0.1931
C -7.96794 4.86633 -9.32363 -0.3630
C -8.50609 3.77086 -8.66696 -0.2144
H -7.91361 4.43927 -5.54779 0.5138
H -6.90150 6.48760 -6.55410 0.3467
H -6.94914 6.73712 -9.03686 0.3604
H -8.00834 4.93746 -10.40301 0.3524
H -8.97991 2.96627 -9.21988 0.3601
N 1.38662 -0.85335 -9.01209 -0.5681
C 1.71017 -1.92389 -8.27514 -0.1878
C 2.32984 -1.84981 -7.03748 -0.3736
C 2.63692 -0.59586 -6.53275 -0.1967
C 2.31447 0.52845 -7.27639 -0.4087
C 1.69238 0.34651 -8.50150 -0.1490
H 1.45260 -2.88233 -8.71399 0.3518
H 2.56626 -2.74973 -6.48363 0.3921
H 3.12280 -0.49575 -5.56867 0.4340
H 2.53980 1.52318 -6.91372 0.3455
H 1.41681 1.19543 -9.11891 0.3503
N 6.67072 6.60148 5.07914 -0.4080
C 7.00103 5.53641 5.82613 0.0144
C 7.62138 5.62471 7.06223 -0.5732
C 7.92286 6.88347 7.55688 -0.1552
C 7.59405 7.99972 6.80478 -0.4155
C 6.97197 7.80588 5.58208 -0.2055
H 6.74751 4.57265 5.39639 0.3548
H 7.86246 4.73076 7.62299 0.3409
H 8.40915 6.99352 8.51959 0.3605
H 7.81484 8.99838 7.15933 0.3410
H 6.69230 8.64933 4.95918 0.3556
```

- Charge: 0
- Orbital gap: 9.520 eV
- Molar mass: 752.085 g mol⁻¹
- Electronic energy: -2815.29651 Eh

=====

ORCA calculation (the ωB97M-V functional and the def2-TZVPD basis) on a 2-piece molecular cluster, C5H11Cl2 overall at a distorted geometry.

```
18
Properties=species:S:1:pos:R:3:nbo_charge:R:1
Cl 2.78028 -1.96550 -3.21633 -0.0113
Cl 2.95589 0.38053 -0.28247 -0.0328
C -1.68260 1.56289 0.15777 -0.6148
C -1.07893 0.20518 0.49866 -0.3836
C 0.23334 -0.23530 -0.19184 -0.2430
C 0.29471 -1.75770 0.09439 -0.6039
C 1.35711 0.66626 0.29062 -0.4020
H -2.70747 1.55457 0.54949 0.2135
H -1.17688 2.41794 0.62105 0.2028
H -1.74982 1.74706 -0.91914 0.2060
H -0.87431 0.16010 1.56623 0.1949
H -1.84196 -0.54620 0.26543 0.2045
H 0.08411 -0.18299 -1.27873 0.2051
H 1.06158 -2.27049 -0.51278 0.2201
H 0.44443 -1.94391 1.16547 0.2034
H -0.67805 -2.21508 -0.18769 0.2098
H 1.44003 0.70818 1.40061 0.2125
H 1.13853 1.71446 -0.02074 0.2189
```

- ⟨S²⟩: 0.752
- Energy relative to the best compared isomer or geometry (same formula, charge and spin): 33.9 kJ/mol
- Charge: 0
- Orbital gap (spin up / spin down): 11.602 / 6.733 eV
- Spin multiplicity: 2
- Molar mass: 142.049 g mol⁻¹
- Electronic energy: -1117.42338 Eh